{
  "formula": "C3H6N2O2S",
  "method": "ωB97M-V/def2-TZVPD",
  "elements": ["S", "O", "O", "N", "N", "C", "C", "C", "H", "H", "H", "H", "H", "H"],
  "xyz": [[0.45892, 1.66766, 0.28367], [2.15848, 0.66336, -0.16057], [2.67253, -1.54452, -0.11228], [-0.20415, 0.98423, -1.05645], [1.90728, -0.64002, 0.16936], [-0.39513, 0.78748, 1.35916], [-0.93613, -0.49176, 0.64912], [-0.85431, -0.23102, -0.83057], [-1.91956, -0.70963, 0.94916], [-0.05031, 1.41020, -1.99620], [-0.21569, -1.34432, 1.00936], [-0.29170, 0.90360, 2.39772], [-0.49756, -1.23624, -1.39940], [-1.83266, -0.21902, -1.26208]],
  "forces_ev_per_angstrom": [[-0.6, -1.5, 0.7], [1.5, -2.1, -0.1], [-0.4, 2.9, -0.1], [0.9, 2.3, -1.5], [-0.2, -0.3, 0.2], [0.0, -0.2, -2.8], [2.8, -0.4, 2.0], [-0.7, -4.2, -1.7], [-1.3, -0.3, 0.5], [-0.1, -0.7, 1.5], [-1.6, 1.4, -0.9], [0.2, 0.3, 1.0], [0.4, 2.4, 1.2], [-1.0, 0.5, -0.1]],
  "lowdin_charge": [1.13, -0.33, -0.02, -0.31, -0.21, -0.35, -0.23, -0.32, 0.08, 0.14, 0.13, 0.05, 0.16, 0.09],
  "homo_ev": -8.6,
  "de_lowest_ev": 7.198,
  "total_energy_ev": -21112.651
}